[1]
A 2-piece molecular cluster, C4H14NOSi overall in a non-equilibrium geometry. Source: the OMol25 dataset; level of theory: wB97M-V/def2-TZVPD.

Geometry as ORCA input:
```
! wB97M-V def2-TZVPD RIJCOSX def2/J DEFGRID3
* xyz 1 3
C 2.160 -1.149 -1.171
C 2.036 1.227 0.835
C -1.611 0.489 -0.381
C -1.011 -0.263 0.769
N -3.122 0.649 -0.048
O -1.437 -1.626 0.912
Si 1.645 -0.533 0.502
H 1.884 -0.593 -2.035
H 3.192 -1.446 -1.175
H 1.553 -1.970 -1.414
H 1.214 1.868 0.634
H 2.374 1.537 1.861
H 2.910 1.425 0.287
H -1.198 1.488 -0.611
H -1.575 0.126 -1.402
H -1.399 0.360 1.686
H -3.574 1.270 -0.759
H -3.204 1.010 0.872
H -3.674 -0.213 0.037
H -0.695 -1.981 1.386
H 1.668 -1.607 1.507
*
```

HOMO level (spin up / spin down) = -8.50 / -14.19 eV
Largest force on an atom = 5.5 eV Å⁻¹
⟨S²⟩ = 2.00
Lowest unoccupied orbital energy (spin up / spin down) = -0.1344 / -0.2127 hartree
Calculated total energy = -15777.890 eV

---

[2]
A 2-piece molecular cluster, C2H3F3O3PS overall in a non-equilibrium geometry. Source: the OMol25 dataset; level of theory: wB97M-V/def2-TZVPD.

Geometry as ORCA input:
```
! wB97M-V def2-TZVPD RIJCOSX def2/J DEFGRID3
* xyz -1 1
C 1.324 1.818 -0.578
C -1.173 -0.309 0.105
O 0.438 -1.615 1.835
O 1.623 2.556 -1.503
O 2.417 1.529 0.292
F -2.427 -0.890 0.199
F -1.126 0.157 -1.204
F -1.330 0.812 0.875
P 0.322 -1.417 0.386
S -0.810 -3.134 -0.496
H 0.403 1.431 -0.272
H -1.757 -2.387 -0.934
H 2.095 1.448 1.294
*
```

HOMO level = -4.05 eV
Largest force on an atom = 5.7 eV Å⁻¹
Lowest unoccupied orbital energy = 0.1282 hartree
Calculated total energy = -36543.543 eV

---

[3]
A 7-piece molecular cluster, C26H61Cl8N3 overall in a non-equilibrium geometry. Source: the OMol25 dataset; level of theory: wB97M-V/def2-TZVPD.

Geometry as ORCA input:
```
! wB97M-V def2-TZVPD RIJCOSX def2/J DEFGRID3
* xyz 0 1
C 1.237 7.431 -3.584
C 0.663 6.213 -2.954
N 1.852 5.413 -2.331
C 1.713 4.569 -1.266
C 0.478 4.016 -0.966
C 2.566 4.742 -3.516
C 3.985 5.126 -3.576
H 0.368 7.950 -4.254
H 2.025 7.299 -4.129
H 1.600 8.184 -2.922
H 0.106 5.572 -3.636
H -0.029 6.792 -2.344
H 1.929 5.306 -0.446
H 2.639 4.091 -0.751
H -0.441 4.523 -1.418
H 0.257 3.721 0.075
H 0.221 3.093 -1.487
H 2.130 5.055 -4.501
H 2.585 3.673 -3.483
H 4.475 4.749 -4.300
H 4.435 4.899 -2.674
H 4.034 6.197 -3.688
C 3.989 0.352 2.912
C 3.846 1.132 1.531
N 3.210 0.419 0.364
C 2.999 1.228 -0.846
C 3.977 1.934 -1.444
C 3.756 -0.892 -0.010
C 3.060 -1.667 -1.104
H 3.185 0.073 3.144
H 4.380 1.140 3.685
H 4.655 -0.317 2.883
H 4.825 1.483 1.278
H 3.257 2.105 1.689
H 2.452 2.078 -0.529
H 2.300 0.697 -1.351
H 4.957 2.321 -0.882
H 3.640 2.753 -2.003
H 4.396 1.333 -2.126
H 3.916 -1.410 0.900
H 4.808 -0.595 -0.162
H 3.321 -1.220 -1.975
H 1.930 -1.802 -0.904
H 3.527 -2.684 -1.183
C -1.558 -8.637 -1.341
C -1.032 -7.180 -1.412
N -2.139 -6.130 -1.357
C -2.029 -4.927 -0.551
C -0.807 -4.315 -0.718
C -2.614 -5.915 -2.590
C -4.185 -5.890 -2.673
H -1.964 -8.759 -2.507
H -2.257 -8.822 -0.564
H -0.903 -9.523 -1.149
H -0.473 -6.929 -2.207
H -0.324 -6.951 -0.477
H -1.975 -5.518 0.359
H -2.907 -4.468 -0.378
H 0.152 -4.628 -1.054
H -0.463 -3.960 0.217
H -0.935 -3.338 -1.215
H -2.289 -6.854 -2.988
H -2.084 -5.085 -3.248
H -4.513 -5.838 -3.500
H -4.790 -4.935 -2.498
H -4.617 -6.644 -2.029
Cl -3.726 -2.017 0.992
C -5.465 -1.696 1.226
C -6.315 -2.949 0.907
Cl -8.030 -2.728 1.049
H -5.645 -0.911 0.527
H -5.784 -1.433 2.131
H -5.903 -3.619 1.570
H -6.219 -3.233 -0.092
Cl -0.145 -1.470 3.190
C 0.371 -0.559 1.819
C -0.927 -0.099 1.043
Cl -0.611 1.074 -0.219
H 1.112 -1.129 1.187
H 1.034 0.179 2.035
H -1.737 0.293 1.861
H -1.294 -1.076 0.660
Cl 1.041 1.984 4.248
C 1.055 3.509 3.144
C -0.079 4.432 3.625
Cl -1.514 3.575 3.399
H 0.737 3.086 2.174
H 2.023 3.793 3.442
H 0.139 5.331 3.001
H -0.125 4.694 4.693
Cl -5.374 0.755 4.882
C -3.599 0.593 4.762
C -3.212 -0.813 5.273
Cl -3.800 -1.086 6.865
H -3.108 1.497 5.204
H -3.314 0.702 3.687
H -2.168 -0.840 5.154
H -3.927 -1.665 4.722
*
```

HOMO level = -7.95 eV
Largest force on an atom = 13.7 eV Å⁻¹
Structure (SMILES) = CCN(CC)CC.CCN(CC)CC.CCN(CC)CC.ClCCCl.ClCCCl.ClCCCl.ClCCCl
Lowest unoccupied orbital energy = 0.0189 hartree
Calculated total energy = -132585.600 eV